(1)
This record from OMol25 describes a cluster of 2 separate species, C4H8NO3S in total at a distorted geometry. The level of theory is wB97M-V/def2-TZVPD.

The geometry in XYZ format:
```
17
Properties=species:S:1:pos:R:3:forces:R:3
C -3.566 0.981 0.786 1.85 -1.27 -2.53
C -0.414 -1.246 0.353 2.04 2.38 -1.28
C 2.768 -0.056 -0.358 0.11 -0.56 -0.04
C 1.731 -1.034 -0.822 -2.91 0.55 -0.80
N -1.471 -0.591 0.782 -1.11 -0.91 0.21
O -0.036 -2.344 0.615 -0.09 -2.27 0.84
O -1.857 1.086 -1.261 -0.13 -0.68 0.39
O 0.444 -0.427 -0.448 -0.05 -1.16 0.40
S -1.925 0.774 0.180 -1.71 2.56 0.49
H -4.058 1.819 0.411 -0.50 1.44 -1.76
H -3.667 1.145 1.779 0.34 -0.53 3.61
H 2.160 0.883 -0.142 1.51 -0.96 -0.25
H 3.247 -0.531 0.522 -0.07 0.96 -0.19
H 3.499 -0.020 -1.191 -0.08 0.73 0.73
H 1.704 -2.053 -0.466 0.57 -0.10 0.51
H 1.621 -1.111 -1.906 0.52 0.17 -0.18
H -0.180 2.726 1.167 -0.28 -0.37 -0.15
```
Positions in Å, forces in eV/Å.

Summary:
Charge: -1
HOMO level (spin up / spin down) (eV): -4.045 / -3.346
Orbital gap (spin up / spin down) (hartree): 0.26741 / 0.22440
Molecular weight (g mol⁻¹): 150.2
Relative energy (zero: lowest compared OMol25 entry of this formula, charge and spin) (kJ/mol): 595.4
Electronic energy (Eh): -835.71313
LUMO level (spin up / spin down) (Eh): 0.119 / 0.101
Multiplicity: 1

Atomic partial charges in e from the natural (NBO) method, atoms 1 to 4: number 1, C, carries -0.8123; number 2, C, carries 0.8722; number 3, C, carries -0.6541; number 4, C, carries -0.0889

(2)
This record from OMol25 describes the molecule C4H8NO4P at a distorted geometry. The level of theory is wB97M-V/def2-TZVPD.

The geometry in XYZ format:
```
18
Properties=species:S:1:pos:R:3:forces:R:3
C -0.794 2.559 -1.014 1.13 1.09 -0.13
O -0.733 1.105 -0.905 -0.23 -0.81 1.89
P -0.543 0.184 0.430 2.65 -0.21 -2.76
O -0.472 0.823 1.699 0.23 1.88 2.33
C 1.176 -0.686 -0.072 -4.31 -0.65 -0.37
N 2.232 -0.634 0.522 0.70 0.00 -0.66
C 3.190 -0.220 1.312 1.39 -1.88 2.58
O 4.048 0.585 1.100 0.43 1.46 -0.64
O -1.582 -0.974 0.551 -0.88 -0.56 -1.10
C -2.021 -2.036 -0.327 1.85 -2.58 3.25
H -1.691 2.676 -1.573 -0.55 0.56 -0.70
H 0.115 2.834 -1.630 -1.17 -0.16 0.72
H -0.874 3.325 -0.142 0.38 -2.31 -0.67
H 0.992 -1.493 -0.819 0.44 0.50 0.02
H 3.340 -0.935 2.201 -0.75 0.76 -0.69
H -1.327 -2.981 -0.044 -1.25 2.18 -1.38
H -2.074 -1.742 -1.326 0.22 0.28 -1.62
H -2.980 -2.389 0.038 -0.28 0.47 -0.06
```
Positions in Å, forces in eV/Å.

Summary:
HOMO level (eV): -9.283
Orbital gap (hartree): 0.35654
Molecular weight (g mol⁻¹): 165.1
Relative energy (zero: lowest compared OMol25 entry of this formula, charge and spin) (kJ/mol): 295.5
Structure (SMILES): COP(=O)(/C=N\C=O)OC
Electronic energy (Eh): -854.25254
LUMO level (Eh): 0.015
Multiplicity: 1

Atomic partial charges in e from the natural (NBO) method, atoms 1 to 4: number 1, C, carries -0.2530; number 2, O, carries -0.8367; number 3, P, carries 2.3227; number 4, O, carries -1.0790

(3)
This record from OMol25 describes a cluster of 2 separate species, C4H8NOP in total at a distorted geometry. The level of theory is wB97M-V/def2-TZVPD.

The geometry in XYZ format:
```
15
Properties=species:S:1:pos:R:3:forces:R:3
C 1.092 0.777 0.850 1.04 0.41 0.59
C -1.246 1.448 0.828 -0.42 -1.71 -4.93
C 1.071 -1.979 -0.556 -0.98 0.40 3.89
C -0.203 0.416 0.335 0.86 1.00 -2.51
N 2.060 1.132 1.378 -0.82 -0.45 -0.58
O 0.314 0.722 -1.657 0.81 -2.77 3.62
P -0.483 -1.378 0.323 -0.41 -0.08 0.23
H -1.457 1.220 1.793 -0.43 -0.14 3.13
H -0.975 2.444 0.560 0.52 0.72 0.45
H -2.162 1.235 0.231 0.34 0.12 0.49
H 1.818 -1.707 0.328 -1.07 -1.12 -2.16
H 1.155 -1.294 -1.358 0.53 -0.09 -1.30
H 0.787 -3.057 -0.639 1.14 0.86 -0.47
H -0.205 1.461 -1.791 -1.80 2.64 -0.59
H -1.566 -1.441 -0.624 0.67 0.22 0.14
```
Positions in Å, forces in eV/Å.

Summary:
HOMO level (spin up / spin down) (eV): -9.292 / -9.293
Orbital gap (spin up / spin down) (hartree): 0.30984 / 0.30988
Molecular weight (g mol⁻¹): 117.1
Relative energy (zero: lowest compared OMol25 entry of this formula, charge and spin) (kJ/mol): 401.3
Electronic energy (Eh): -628.41943
LUMO level (spin up / spin down) (Eh): -0.032 / -0.032
Multiplicity: 1

Atomic partial charges in e from the natural (NBO) method, atoms 1 to 4: number 1, C, carries 0.2067; number 2, C, carries -0.6310; number 3, C, carries -0.8822; number 4, C, carries -0.0895

(4)
This record from OMol25 describes a cluster of 2 separate species, C4H8NOP in total at a distorted geometry. The level of theory is wB97M-V/def2-TZVPD.

The geometry in XYZ format:
```
15
Properties=species:S:1:pos:R:3:forces:R:3
C 0.576 1.507 0.064 0.18 1.96 -0.03
C -0.851 1.522 -0.655 1.60 -0.75 -0.19
C -0.887 -0.015 -0.277 -1.56 1.18 3.50
C -0.754 -1.334 -1.011 1.19 1.23 3.08
N 0.348 0.283 0.475 2.23 -2.45 2.06
O 1.436 2.332 0.300 -0.50 -0.42 -0.27
P 1.556 -0.928 2.289 -1.48 -0.20 -3.25
H -1.456 2.190 -0.039 -0.33 -0.50 -0.11
H -0.875 1.822 -1.679 0.12 0.10 -0.75
H -1.680 0.027 0.533 0.25 -1.12 -1.08
H -1.604 -1.664 -1.426 -3.53 -1.11 -1.29
H -0.455 -2.087 -0.219 0.15 0.81 -1.27
H -0.124 -1.170 -1.817 2.01 -0.26 -1.28
H 2.898 -0.526 2.220 0.16 0.63 -0.32
H 1.871 -1.961 1.242 -0.47 0.89 1.21
```
Positions in Å, forces in eV/Å.

Summary:
HOMO level (spin up / spin down) (eV): -8.916 / -8.917
Orbital gap (spin up / spin down) (hartree): 0.27436 / 0.27440
Molecular weight (g mol⁻¹): 117.1
Relative energy (zero: lowest compared OMol25 entry of this formula, charge and spin) (kJ/mol): 414.3
Electronic energy (Eh): -628.41449
LUMO level (spin up / spin down) (Eh): -0.053 / -0.053
Multiplicity: 1

Atomic partial charges in e from the natural (NBO) method, atoms 1 to 4: number 1, C, carries 0.6399; number 2, C, carries -0.4761; number 3, C, carries -0.0524; number 4, C, carries -0.6041

(5)
This record from OMol25 describes a structure of composition C4H8NOPb3 at a distorted geometry. The level of theory is wB97M-V/def2-TZVPD.

The geometry in XYZ format:
```
17
Properties=species:S:1:pos:R:3:forces:R:3
Pb -3.082 1.544 -1.782 0.96 -1.99 -1.35
Pb -1.049 4.374 0.888 0.97 0.55 0.13
Pb -3.746 1.035 2.322 -0.17 -0.70 0.93
O -1.872 1.929 0.526 -1.02 0.67 0.62
H -1.151 1.254 0.579 0.02 0.25 -0.13
C 1.571 0.028 0.732 -0.31 -0.49 -0.33
C 1.642 -0.862 -0.514 -0.44 0.98 0.86
C 0.426 -1.827 -0.575 0.61 0.03 -1.19
C -0.748 -1.110 -1.077 0.35 -0.73 0.72
N -1.684 -0.544 -1.458 -0.79 1.74 0.05
H 1.774 -0.581 1.612 0.33 0.45 0.21
H 0.539 0.416 0.895 -0.21 0.25 -0.08
H 2.248 0.862 0.556 0.12 -0.01 0.66
H 2.591 -1.384 -0.395 -0.17 -0.41 -0.61
H 1.672 -0.169 -1.355 0.15 -0.62 -0.47
H 0.271 -2.351 0.370 -0.42 0.14 0.06
H 0.598 -2.611 -1.323 0.03 -0.13 -0.07
```
Positions in Å, forces in eV/Å.

Summary:
Charge: +5
HOMO level (eV): -26.209
Orbital gap (hartree): 0.17556
Molecular weight (g mol⁻¹): 707.7
Electronic energy (Eh): -863.15213
LUMO level (Eh): -0.788
Multiplicity: 1

Atomic partial charges in e from the natural (NBO) method, atoms 1 to 4: number 1, Pb, carries 1.8365; number 2, Pb, carries 1.9619; number 3, Pb, carries 1.9600; number 4, O, carries -1.4452

(6)
This record from OMol25 describes the ion C4H8NOS with charge -1 at a distorted geometry. The level of theory is wB97M-V/def2-TZVPD.

The geometry in XYZ format:
```
15
Properties=species:S:1:pos:R:3:forces:R:3
C 1.158 0.056 -1.567 -1.61 1.10 1.29
N -0.177 0.260 -1.014 0.90 -0.43 -2.49
C -0.402 -0.346 0.272 0.44 2.36 -0.88
C -1.865 -0.374 0.356 -1.47 -1.46 2.53
O -2.742 -0.481 -0.494 1.30 0.65 0.72
C 0.446 0.365 1.466 0.27 -2.77 -1.20
S 0.186 -0.503 3.051 0.24 0.38 -0.39
H 1.374 -1.007 -1.521 0.51 0.00 -0.33
H 1.155 0.522 -2.532 0.43 -0.25 -0.83
H 1.733 0.666 -0.892 1.70 -0.22 -0.14
H -0.674 1.052 -1.489 0.19 -1.55 1.74
H -0.123 -1.440 0.400 -0.01 0.98 -0.62
H -2.010 -0.492 1.462 -1.25 0.25 -0.26
H 1.467 0.312 1.020 -0.10 -0.99 0.67
H 0.476 1.412 1.481 -1.52 1.93 0.21
```
Positions in Å, forces in eV/Å.

Summary:
Charge: -1
HOMO level (eV): -2.622
Orbital gap (hartree): 0.23153
Molecular weight (g mol⁻¹): 118.2
Relative energy (zero: lowest compared OMol25 entry of this formula, charge and spin) (kJ/mol): 271.2
Structure (SMILES): CN[C@H](C=O)C[S-]
Electronic energy (Eh): -685.35279
LUMO level (Eh): 0.135
Multiplicity: 1

Atomic partial charges in e from the natural (NBO) method, atoms 1 to 4: number 1, C, carries -0.4070; number 2, N, carries -0.6812; number 3, C, carries -0.1787; number 4, C, carries 0.4340

- Among the records above, which one has the highest molecular weight?
  C4H8NOPb3